#w
The following is a quantum chemistry calculation of an isolated molecule of C6H8S, from OMol25.

Cartesian coordinates (Å):
C 0.769 -2.230 0.522
C 0.109 -2.576 1.461
C 1.650 -1.558 -0.376
C 1.064 -0.352 -1.081
C -1.131 0.993 0.106
C -1.858 1.965 1.083
S 0.510 1.021 -0.035
H 2.638 -1.285 0.004
H 1.932 -2.203 -1.186
H 1.829 -0.121 -1.880
H 0.088 -0.406 -1.609
H -1.778 0.351 -0.482
H -2.515 1.285 1.563
H -2.348 2.704 0.359
H -0.958 2.413 1.551

Output
HOMO level (alpha / beta), eV: -7.135 / -7.135
Multiplicity: 1
Gap between HOMO and LUMO (alpha / beta), eV: 4.86 / 4.86



#x
The following is a quantum chemistry calculation of an isolated molecule of C6H8S, from OMol25.

Cartesian coordinates (Å):
C 2.059 -0.204 -0.292
C 0.754 0.172 0.200
C -0.226 1.264 -0.027
C -1.435 0.508 0.438
S -3.219 -0.135 -0.177
C -1.367 -0.659 -0.285
C -0.021 -1.149 0.382
H 2.969 0.587 -0.677
H 2.637 -1.189 -0.474
H -0.002 1.606 -1.160
H 0.021 2.219 0.565
H -1.624 0.516 1.612
H -1.009 -0.354 -1.391
H 0.019 -1.206 1.449
H 0.445 -1.977 -0.161

Output
HOMO level, eV: -8.935
Multiplicity: 1
Gap between HOMO and LUMO, eV: 9.21



Which structure is the most stable? The one labeled #x.